Here is C29H84CaF3N16O15P4S as an isolated structure in a non-equilibrium geometry from OMol25. Energies are from the ωB97M-V functional and the def2-TZVPD basis.

The geometry in XYZ format:
```
153
Properties=species:S:1:pos:R:3:forces:R:3:lowdin_charge:R:1
Ca -26.798 -6.707 -10.129 -0.191 -1.281 -0.411 1.89
C -31.019 -11.882 -12.411 1.450 -0.099 0.982 -0.69
F -31.796 -12.888 -12.033 0.013 -0.495 0.193 0.13
F -30.317 -12.260 -13.487 0.632 -0.437 0.118 0.11
F -31.787 -10.922 -12.829 -1.022 1.571 -0.080 0.15
S -29.932 -11.319 -10.877 0.334 1.723 0.058 0.48
O -28.991 -12.381 -10.591 -0.393 0.007 -0.550 -0.35
O -29.255 -10.032 -11.282 -0.636 -1.314 -0.047 -0.45
O -30.959 -11.084 -9.879 0.153 -0.272 -0.474 -0.35
C -35.602 -12.280 -7.860 2.294 -2.093 0.501 0.01
N -36.496 -11.189 -8.015 0.902 -0.690 -0.284 -0.50
O -36.927 -10.661 -7.031 -0.959 0.875 0.572 0.09
O -36.629 -10.904 -9.167 -1.574 1.696 -1.627 0.08
H -36.099 -13.250 -7.852 -0.398 0.281 0.624 0.11
H -34.988 -12.067 -6.985 -0.207 -0.511 0.071 0.11
H -34.965 -12.368 -8.741 -0.025 0.459 0.109 0.10
C -26.683 -17.389 -8.755 0.144 -1.027 -0.736 0.03
N -25.597 -17.138 -7.785 3.044 0.843 2.249 -0.40
O -25.910 -16.943 -6.600 0.023 -0.419 -2.058 0.04
O -24.370 -17.096 -8.140 -3.827 -0.299 0.065 0.01
H -26.510 -18.373 -9.189 0.461 0.065 -0.121 0.10
H -26.609 -16.659 -9.561 -0.189 0.059 0.303 0.10
H -27.658 -17.511 -8.282 0.325 0.814 0.282 0.10
C -38.029 -10.861 -14.359 1.054 0.312 -0.773 0.02
N -38.580 -12.015 -13.603 -2.660 -0.382 1.192 -0.40
O -39.346 -11.712 -12.653 1.901 -0.797 -1.833 0.04
O -38.402 -13.169 -14.011 0.235 2.072 0.592 0.05
H -38.160 -9.884 -13.893 -0.199 -0.590 0.595 0.10
H -38.481 -10.777 -15.347 -0.272 -0.560 0.130 0.10
H -36.968 -11.050 -14.526 -0.059 -0.080 0.114 0.10
C -29.134 -16.634 -14.448 -0.303 0.191 -0.775 0.04
N -28.415 -17.965 -14.582 0.291 -0.369 3.290 -0.42
O -28.627 -18.825 -13.694 0.169 1.489 -2.101 0.04
O -27.538 -18.013 -15.414 -0.594 -0.242 -0.129 0.06
H -28.420 -15.847 -14.207 0.372 -0.377 -0.343 0.09
H -29.913 -16.534 -13.693 0.085 -1.006 -0.074 0.09
H -29.539 -16.489 -15.450 -0.028 0.344 0.167 0.09
O -34.120 -20.238 -14.522 -0.779 1.060 -0.101 -0.30
P -35.541 -19.918 -14.825 -0.914 0.516 -0.514 0.61
N -35.799 -19.018 -16.253 -0.437 -2.167 1.112 -0.33
C -34.714 -18.724 -17.146 -0.047 2.269 0.205 -0.13
C -37.158 -18.556 -16.603 0.789 -0.045 0.610 -0.10
N -36.406 -18.934 -13.668 0.956 -0.259 -0.285 -0.29
C -35.664 -18.056 -12.700 0.074 -0.137 -1.382 -0.10
C -37.868 -19.079 -13.483 1.522 -0.591 0.768 -0.12
N -36.418 -21.343 -15.150 -0.555 2.225 -0.112 -0.35
C -37.011 -22.133 -14.140 0.114 0.758 1.215 -0.13
C -36.143 -22.036 -16.375 0.978 0.130 -0.259 -0.11
H -34.995 -18.725 -18.199 0.003 -0.823 -0.133 0.07
H -33.752 -19.179 -16.912 -0.469 -0.540 -0.033 0.08
H -34.566 -17.660 -16.963 0.734 0.511 -0.358 0.07
H -37.957 -19.150 -16.158 0.346 -0.663 -0.405 0.05
H -37.256 -18.553 -17.688 -0.140 0.172 0.065 0.08
H -37.384 -17.592 -16.148 0.309 0.568 -0.413 0.08
H -35.469 -18.463 -11.707 -0.306 -0.286 -0.020 0.07
H -34.706 -17.755 -13.122 0.234 -0.605 -0.133 0.07
H -36.122 -17.070 -12.624 -0.734 -0.213 0.165 0.07
H -38.407 -18.164 -13.236 0.311 0.343 -0.502 0.08
H -38.246 -19.574 -14.377 -0.401 -0.013 0.548 0.05
H -37.927 -19.691 -12.583 -0.940 -0.382 -0.065 0.07
H -36.387 -22.999 -13.921 -0.432 -0.464 0.053 0.09
H -37.016 -21.499 -13.253 -0.111 -0.397 0.366 0.06
H -38.057 -22.310 -14.390 -0.002 -0.715 0.075 0.09
H -36.094 -21.315 -17.191 -0.038 -0.218 -0.163 0.07
H -36.849 -22.836 -16.598 -0.337 0.266 0.153 0.09
H -35.168 -22.506 -16.253 0.271 -0.274 -0.460 0.09
O -25.610 -8.424 -6.322 0.136 -0.751 0.838 -0.37
P -25.375 -8.992 -4.943 -0.166 0.255 2.302 0.61
N -26.827 -8.913 -4.000 2.040 0.118 0.876 -0.30
C -26.787 -9.146 -2.512 -1.165 0.441 -0.816 -0.10
C -28.058 -9.356 -4.628 0.228 0.343 -0.632 -0.12
N -24.235 -8.101 -3.978 -0.602 -0.693 0.407 -0.31
C -22.802 -8.370 -3.870 -0.104 -0.371 -2.035 -0.12
C -24.511 -6.700 -3.594 -1.838 -1.001 -0.889 -0.10
N -24.932 -10.631 -4.866 0.526 -0.125 -2.244 -0.29
C -24.598 -11.486 -3.705 -0.446 0.902 -0.505 -0.09
C -25.360 -11.426 -6.080 0.199 0.736 0.272 -0.10
H -27.545 -9.897 -2.287 0.242 -0.385 0.002 0.07
H -27.208 -8.260 -2.037 0.431 0.234 0.276 0.07
H -25.853 -9.445 -2.035 0.140 0.239 -0.539 0.07
H -28.689 -8.499 -4.867 -0.185 0.002 -0.122 0.08
H -28.647 -10.023 -3.998 0.236 -0.098 0.031 0.08
H -27.789 -9.868 -5.553 -0.440 -0.100 -0.136 0.06
H -22.287 -7.842 -3.067 -0.542 -0.396 0.429 0.08
H -22.596 -9.439 -3.916 0.100 0.106 0.370 0.06
H -22.372 -7.948 -4.779 0.642 -0.032 -0.185 0.08
H -25.500 -6.758 -3.140 0.183 0.568 0.734 0.06
H -23.724 -6.274 -2.970 -0.299 -0.229 0.016 0.09
H -24.711 -6.079 -4.468 0.566 0.273 -0.240 0.07
H -25.493 -11.765 -3.149 -0.053 0.152 0.257 0.08
H -24.180 -12.424 -4.072 0.274 0.220 -0.058 0.09
H -23.882 -10.949 -3.082 -0.114 -0.297 0.211 0.07
H -25.399 -10.767 -6.948 -0.484 0.161 0.232 0.06
H -26.317 -11.911 -5.888 -0.128 0.066 -0.155 0.08
H -24.675 -12.196 -6.435 0.473 -0.089 0.790 0.08
O -28.474 -5.754 -14.044 0.435 0.804 1.940 -0.33
P -29.036 -5.557 -15.375 -2.898 -1.453 -3.734 0.59
N -28.925 -4.017 -16.071 1.480 0.315 2.899 -0.30
C -29.291 -3.689 -17.412 -1.910 -1.105 -0.726 -0.14
C -28.762 -2.826 -15.175 0.796 0.354 -0.630 -0.10
N -30.771 -5.927 -15.463 2.726 0.333 1.851 -0.31
C -31.414 -6.368 -16.676 0.566 -0.665 0.659 -0.13
C -31.652 -5.322 -14.439 0.075 0.506 -1.431 -0.11
N -28.370 -6.645 -16.525 0.582 3.809 0.756 -0.31
C -28.695 -8.017 -16.493 -0.719 -1.743 -0.014 -0.15
C -27.180 -6.200 -17.354 -1.417 -1.006 0.918 -0.06
H -28.576 -3.202 -18.075 0.367 0.052 0.456 0.09
H -30.250 -3.174 -17.464 0.090 0.876 0.322 0.09
H -29.654 -4.602 -17.884 0.706 -0.280 -0.293 0.06
H -28.281 -2.859 -14.197 0.069 -1.525 0.026 0.06
H -29.670 -2.275 -14.929 -0.381 -0.091 -0.693 0.08
H -28.038 -2.190 -15.683 -0.394 0.501 -0.304 0.08
H -31.620 -7.431 -16.549 -0.863 -0.088 -0.132 0.08
H -32.309 -5.756 -16.787 -0.010 -0.230 -0.779 0.09
H -30.696 -6.385 -17.496 -0.372 0.645 -0.268 0.06
H -31.967 -4.344 -14.803 0.326 0.740 0.126 0.07
H -32.643 -5.775 -14.414 0.357 -0.939 0.478 0.08
H -31.174 -5.204 -13.467 -0.128 -0.348 -0.120 0.07
H -27.853 -8.695 -16.633 0.302 0.310 -0.479 0.09
H -29.099 -8.419 -15.564 -0.145 0.690 0.432 0.09
H -29.476 -8.220 -17.226 0.156 -0.460 -0.344 0.07
H -27.211 -5.129 -17.555 -0.144 -0.261 -0.075 0.06
H -27.281 -6.803 -18.256 0.454 0.333 -0.226 0.09
H -26.254 -6.428 -16.827 0.119 -0.114 -0.113 0.08
O -23.323 -8.817 -11.690 1.332 -0.788 0.219 -0.37
P -22.152 -9.718 -12.034 1.622 0.674 -0.542 0.58
N -22.518 -11.123 -12.874 0.122 -0.922 -0.187 -0.30
C -23.132 -12.298 -12.151 0.308 1.192 -0.338 -0.08
C -23.154 -10.917 -14.204 -0.377 0.868 0.712 -0.11
N -21.141 -10.179 -10.741 -2.725 2.614 1.440 -0.31
C -20.091 -11.119 -10.810 0.101 -1.075 -0.038 -0.16
C -20.913 -9.132 -9.650 -0.031 -0.571 -1.171 -0.07
N -21.009 -8.889 -13.015 -2.376 1.134 -0.997 -0.32
C -20.982 -7.424 -12.912 -0.365 -0.650 0.489 -0.12
C -19.844 -9.452 -13.681 0.594 -0.708 2.159 -0.10
H -24.204 -12.175 -11.991 -0.151 0.441 0.147 0.08
H -22.634 -12.372 -11.184 -0.070 -0.471 -0.161 0.07
H -23.082 -13.186 -12.781 0.645 -0.012 0.175 0.09
H -24.210 -10.814 -13.957 -0.285 0.358 -0.608 0.08
H -23.087 -11.660 -14.999 0.584 -0.757 0.720 0.09
H -22.749 -10.018 -14.669 -0.221 0.216 0.249 0.07
H -19.102 -10.673 -10.920 0.117 0.026 -0.162 0.08
H -20.112 -11.679 -9.875 0.309 -0.327 0.026 0.09
H -20.319 -11.799 -11.631 0.435 -0.116 0.012 0.08
H -20.179 -8.385 -9.952 0.531 -0.203 -0.263 0.07
H -21.759 -8.494 -9.394 -0.509 -0.708 -0.125 0.06
H -20.530 -9.642 -8.766 -0.174 -0.011 -0.005 0.08
H -21.236 -6.962 -13.866 -0.044 0.231 0.061 0.08
H -21.673 -7.148 -12.116 -0.282 0.274 -0.383 0.05
H -20.023 -7.045 -12.558 0.381 -0.173 -0.215 0.08
H -19.229 -8.768 -14.265 -0.792 0.214 -0.373 0.09
H -20.008 -10.413 -14.169 -0.190 0.239 -0.165 0.08
H -19.241 -9.622 -12.789 1.093 -0.685 -0.459 0.06
```
Positions in Å, forces in eV/Å.

Summary:
Net charge: +1
Kohn-Sham gap, eV: 1.29
HOMO energy, eV: -8.8888